*a*
Below is a molecular structure, C64H144F2NO4P4S2, with properties calculated with the ωB97M-V functional and the def2-TZVPD basis.

Calculated values
* E_HOMO: -0.5608 Eh
* frontier orbital gap: 11.0 eV
* total charge: +3
* LUMO energy: -0.15766 hartree
* multiplicity: 1

Geometry (Å):
C (10.74, 22.13, 21.59)
C (12.16, 21.71, 21.12)
C (13.34, 22.20, 22.00)
C (14.66, 21.52, 21.47)
P (16.10, 22.12, 22.32)
C (16.07, 23.99, 22.34)
C (16.08, 24.51, 20.94)
C (15.99, 26.03, 20.78)
C (17.26, 26.72, 21.28)
C (17.55, 21.61, 21.41)
C (17.48, 20.05, 21.26)
C (18.74, 19.47, 20.60)
C (19.96, 19.67, 21.47)
C (15.99, 21.47, 24.02)
C (17.16, 21.87, 24.89)
C (17.15, 21.09, 26.21)
C (18.36, 21.12, 27.06)
H (10.07, 21.24, 21.55)
H (10.31, 23.01, 21.21)
H (10.76, 22.32, 22.66)
H (12.35, 22.02, 20.11)
H (12.08, 20.57, 21.23)
H (13.12, 22.04, 23.04)
H (13.51, 23.30, 21.93)
H (14.75, 21.73, 20.44)
H (14.57, 20.47, 21.56)
H (16.90, 24.36, 23.01)
H (15.13, 24.29, 22.85)
H (15.15, 24.18, 20.50)
H (16.92, 24.13, 20.41)
H (15.18, 26.47, 21.41)
H (15.80, 26.26, 19.72)
H (18.10, 26.65, 20.64)
H (17.61, 26.25, 22.20)
H (17.06, 27.80, 21.41)
H (18.39, 21.96, 22.03)
H (17.55, 22.25, 20.54)
H (16.63, 19.74, 20.66)
H (17.35, 19.62, 22.29)
H (18.83, 19.94, 19.66)
H (18.53, 18.38, 20.43)
H (19.74, 19.52, 22.52)
H (20.19, 20.77, 21.46)
H (20.82, 19.00, 21.23)
H (16.05, 20.37, 23.83)
H (15.04, 21.72, 24.42)
H (17.12, 22.94, 25.12)
H (18.08, 21.69, 24.40)
H (17.09, 20.05, 25.89)
H (16.25, 21.37, 26.83)
H (18.63, 22.23, 27.23)
H (19.16, 20.59, 26.57)
H (18.27, 20.67, 28.08)
C (24.98, 25.81, 14.65)
C (23.46, 25.44, 14.59)
C (22.92, 24.23, 15.35)
C (21.51, 23.88, 14.93)
P (21.07, 23.23, 13.31)
C (20.94, 24.57, 12.17)
C (20.19, 24.29, 10.87)
C (20.24, 25.33, 9.80)
C (19.62, 24.82, 8.49)
C (22.28, 22.01, 12.68)
C (23.64, 22.60, 12.34)
C (24.78, 21.67, 11.71)
C (25.13, 20.53, 12.73)
C (19.58, 22.25, 13.57)
C (18.63, 22.64, 14.74)
C (17.94, 21.40, 15.29)
C (16.96, 21.75, 16.44)
H (25.75, 25.05, 14.46)
H (25.32, 26.15, 15.64)
H (25.11, 26.69, 13.99)
H (23.31, 25.34, 13.49)
H (22.97, 26.40, 14.90)
H (23.01, 24.32, 16.39)
H (23.58, 23.34, 15.17)
H (20.79, 24.72, 14.99)
H (21.09, 23.15, 15.67)
H (21.97, 24.86, 11.95)
H (20.51, 25.39, 12.72)
H (19.09, 24.07, 11.13)
H (20.55, 23.35, 10.52)
H (21.31, 25.45, 9.53)
H (19.87, 26.35, 10.11)
H (19.98, 23.86, 8.22)
H (19.75, 25.58, 7.70)
H (18.54, 24.76, 8.69)
H (21.90, 21.66, 11.76)
H (22.27, 21.26, 13.42)
H (24.08, 23.04, 13.22)
H (23.47, 23.49, 11.65)
H (25.65, 22.30, 11.44)
H (24.38, 21.26, 10.76)
H (24.19, 20.00, 12.99)
H (25.56, 20.90, 13.70)
H (25.79, 19.72, 12.31)
H (19.90, 21.25, 13.95)
H (19.01, 22.18, 12.69)
H (17.83, 23.32, 14.32)
H (19.15, 23.17, 15.58)
H (18.74, 20.75, 15.69)
H (17.39, 20.84, 14.56)
H (16.26, 22.48, 15.97)
H (17.48, 22.24, 17.26)
H (16.40, 20.87, 16.81)
C (25.84, 23.97, 18.70)
C (25.84, 25.39, 19.18)
C (24.44, 25.95, 19.41)
C (24.46, 27.26, 20.22)
P (22.87, 27.67, 20.95)
C (21.64, 27.45, 19.65)
C (21.88, 28.36, 18.42)
C (21.03, 27.93, 17.20)
C (21.38, 28.90, 16.00)
C (22.62, 26.41, 22.20)
C (21.17, 26.17, 22.75)
C (21.24, 25.18, 23.87)
C (19.93, 24.77, 24.56)
C (23.00, 29.33, 21.66)
C (21.64, 29.86, 22.08)
C (21.60, 31.40, 22.19)
C (21.95, 32.14, 20.91)
H (25.41, 23.81, 17.69)
H (25.18, 23.33, 19.35)
H (26.87, 23.59, 18.69)
H (26.43, 26.02, 18.56)
H (26.47, 25.40, 20.07)
H (23.88, 25.25, 20.00)
H (23.98, 26.13, 18.42)
H (24.72, 28.19, 19.60)
H (25.20, 27.21, 21.02)
H (20.64, 27.60, 20.08)
H (21.72, 26.38, 19.38)
H (22.99, 28.33, 18.29)
H (21.73, 29.38, 18.65)
H (19.99, 28.03, 17.42)
H (21.22, 26.87, 16.99)
H (21.04, 29.86, 16.30)
H (20.88, 28.67, 15.00)
H (22.44, 28.92, 15.86)
H (23.26, 26.72, 23.05)
H (22.94, 25.46, 21.87)
H (20.63, 25.65, 21.94)
H (20.60, 27.01, 23.03)
H (21.98, 25.43, 24.66)
H (21.65, 24.25, 23.51)
H (19.43, 25.64, 25.10)
H (20.09, 24.07, 25.39)
H (19.26, 24.34, 23.86)
H (23.37, 29.84, 20.78)
H (23.77, 29.24, 22.48)
H (21.28, 29.30, 23.00)
H (20.95, 29.63, 21.26)
H (22.29, 31.78, 22.96)
H (20.63, 31.71, 22.60)
H (21.72, 33.24, 20.95)
H (21.23, 31.84, 20.14)
H (22.98, 32.01, 20.61)
C (30.58, 17.85, 20.93)
C (30.62, 16.40, 21.45)
C (29.34, 15.61, 21.18)
C (29.35, 15.17, 19.67)
P (27.85, 14.31, 19.09)
C (28.14, 12.54, 19.34)
C (28.19, 12.06, 20.82)
C (28.24, 10.54, 21.12)
C (28.26, 10.28, 22.59)
C (27.52, 14.72, 17.40)
C (26.05, 14.69, 16.94)
C (25.79, 15.54, 15.73)
C (24.33, 15.67, 15.53)
C (26.43, 14.75, 20.05)
C (25.98, 16.21, 20.00)
C (25.52, 16.70, 21.34)
C (24.87, 18.09, 21.45)
H (31.56, 18.29, 21.14)
H (29.86, 18.48, 21.47)
H (30.42, 17.84, 19.85)
H (30.75, 16.25, 22.60)
H (31.41, 15.83, 21.09)
H (28.45, 16.20, 21.36)
H (29.21, 14.73, 21.84)
H (30.19, 14.50, 19.49)
H (29.48, 16.11, 19.07)
H (29.09, 12.34, 18.78)
H (27.33, 12.07, 18.79)
H (27.36, 12.48, 21.35)
H (29.08, 12.57, 21.28)
H (29.06, 10.15, 20.57)
H (27.34, 10.11, 20.82)
H (28.14, 9.23, 22.86)
H (27.41, 10.85, 22.99)
H (29.21, 10.60, 23.09)
H (28.07, 14.28, 16.55)
H (27.80, 15.81, 17.36)
H (25.37, 14.85, 17.79)
H (25.80, 13.73, 16.61)
H (26.31, 15.02, 14.88)
H (26.30, 16.56, 15.69)
H (23.89, 14.72, 15.58)
H (24.11, 16.01, 14.49)
H (23.79, 16.23, 16.24)
H (26.87, 14.64, 21.02)
H (25.64, 13.96, 20.07)
H (25.08, 16.26, 19.41)
H (26.73, 16.93, 19.66)
H (26.31, 16.68, 22.15)
H (24.84, 15.99, 21.77)
H (25.51, 18.97, 21.15)
H (24.76, 18.27, 22.55)
H (23.91, 18.18, 20.92)
N (20.49, 22.01, 18.83)
S (20.47, 23.53, 19.37)
O (21.72, 24.04, 19.86)
O (19.22, 23.75, 20.02)
F (20.27, 24.50, 18.05)
S (21.87, 21.40, 18.17)
O (22.08, 20.11, 18.82)
O (22.89, 22.39, 17.99)
F (21.41, 21.12, 16.73)

Atomic partial charges in e from the Mulliken method, atoms 1 to 6: C -1.28; C -0.42; C -0.57; C -1.80; P 0.46; C -0.60

***

*b*
Below is 5 unconnected molecules or ions with the total composition C64H144F2NO4P4S2, with properties calculated with the ωB97M-V functional and the def2-TZVPD basis.

Calculated values
* E_HOMO: -0.5417 Eh
* frontier orbital gap: 9.7 eV
* total charge: +3
* LUMO energy: -0.18544 hartree
* multiplicity: 1

Geometry (Å):
C (0.69, -0.18, 2.04)
C (-0.23, -1.31, 2.32)
C (-1.42, -1.54, 1.37)
C (-1.06, -1.67, -0.15)
P (-2.53, -1.64, -1.28)
C (-2.74, 0.02, -1.95)
C (-3.11, 1.05, -0.91)
C (-4.60, 1.30, -0.69)
C (-4.84, 2.68, 0.00)
C (-4.09, -2.16, -0.42)
C (-5.43, -2.18, -1.20)
C (-5.74, -3.47, -1.96)
C (-5.65, -4.74, -1.13)
C (-2.18, -2.77, -2.65)
C (-0.81, -2.51, -3.32)
C (-0.54, -3.43, -4.53)
C (0.78, -3.07, -5.25)
H (0.20, 0.79, 1.95)
H (1.32, -0.22, 1.14)
H (1.40, -0.12, 2.87)
H (-0.71, -1.11, 3.28)
H (0.38, -2.21, 2.31)
H (-2.12, -0.72, 1.49)
H (-1.95, -2.42, 1.75)
H (-0.48, -2.58, -0.24)
H (-0.48, -0.84, -0.56)
H (-3.32, 0.07, -2.87)
H (-1.73, 0.29, -2.24)
H (-2.77, 1.97, -1.38)
H (-2.62, 0.87, 0.05)
H (-5.20, 0.59, -0.13)
H (-5.05, 1.40, -1.67)
H (-4.84, 3.46, -0.75)
H (-4.02, 2.88, 0.70)
H (-5.79, 2.78, 0.53)
H (-4.19, -1.44, 0.39)
H (-3.94, -3.09, 0.13)
H (-5.49, -1.27, -1.79)
H (-6.17, -2.00, -0.41)
H (-5.02, -3.62, -2.76)
H (-6.64, -3.31, -2.55)
H (-5.85, -5.69, -1.63)
H (-6.11, -4.68, -0.15)
H (-4.62, -4.86, -0.81)
H (-2.98, -2.75, -3.39)
H (-2.33, -3.80, -2.30)
H (-0.01, -2.58, -2.59)
H (-0.76, -1.47, -3.64)
H (-1.32, -3.58, -5.27)
H (-0.39, -4.44, -4.15)
H (1.09, -3.89, -5.89)
H (1.53, -2.92, -4.47)
H (0.78, -2.13, -5.81)
C (-2.88, 6.71, -1.47)
C (-2.87, 5.30, -2.10)
C (-2.05, 5.31, -3.41)
C (-1.94, 3.93, -4.07)
P (-0.93, 3.63, -5.67)
C (-1.69, 4.73, -6.90)
C (-3.20, 4.44, -7.17)
C (-3.77, 5.65, -8.00)
C (-5.28, 5.93, -7.75)
C (0.82, 4.11, -5.56)
C (1.61, 4.24, -6.91)
C (3.01, 4.84, -6.65)
C (2.96, 6.34, -6.31)
C (-1.20, 1.90, -6.33)
C (-0.49, 1.57, -7.68)
C (-1.34, 0.59, -8.48)
C (-0.48, -0.13, -9.47)
H (-1.89, 7.03, -1.15)
H (-3.51, 6.83, -0.58)
H (-3.16, 7.44, -2.23)
H (-3.85, 5.00, -2.46)
H (-2.49, 4.50, -1.46)
H (-1.13, 5.87, -3.22)
H (-2.61, 5.91, -4.12)
H (-2.88, 3.49, -4.40)
H (-1.67, 3.13, -3.38)
H (-1.19, 4.64, -7.86)
H (-1.48, 5.76, -6.61)
H (-3.86, 4.43, -6.31)
H (-3.42, 3.47, -7.61)
H (-3.68, 5.44, -9.07)
H (-3.17, 6.54, -7.84)
H (-5.70, 6.69, -8.41)
H (-5.43, 6.26, -6.73)
H (-5.80, 5.00, -7.97)
H (1.19, 3.41, -4.81)
H (0.82, 4.98, -4.90)
H (1.01, 4.90, -7.55)
H (1.70, 3.30, -7.46)
H (3.62, 4.63, -7.52)
H (3.45, 4.31, -5.81)
H (2.58, 6.91, -7.16)
H (3.98, 6.71, -6.25)
H (2.40, 6.66, -5.43)
H (-2.28, 1.72, -6.32)
H (-0.89, 1.22, -5.53)
H (0.53, 1.20, -7.63)
H (-0.32, 2.44, -8.31)
H (-2.03, 1.24, -9.03)
H (-1.77, -0.03, -7.71)
H (0.21, -0.84, -9.00)
H (0.14, 0.42, -10.17)
H (-1.10, -0.84, -10.02)
C (5.78, -8.62, 6.91)
C (6.42, -8.06, 5.64)
C (5.38, -7.69, 4.67)
C (6.06, -7.15, 3.36)
P (5.08, -6.48, 1.97)
C (6.18, -6.10, 0.60)
C (5.59, -6.38, -0.84)
C (6.65, -6.03, -1.93)
C (6.16, -6.40, -3.35)
C (3.89, -7.88, 1.53)
C (2.51, -7.84, 2.22)
C (1.68, -9.16, 2.00)
C (2.08, -10.31, 2.93)
C (4.07, -4.99, 2.42)
C (3.25, -4.18, 1.36)
C (4.04, -3.21, 0.45)
C (3.21, -2.70, -0.77)
H (6.59, -9.02, 7.52)
H (5.19, -9.52, 6.70)
H (5.15, -7.93, 7.46)
H (7.12, -8.68, 5.08)
H (7.14, -7.27, 5.87)
H (4.72, -6.92, 5.07)
H (4.82, -8.58, 4.37)
H (6.68, -7.95, 2.98)
H (6.66, -6.24, 3.47)
H (7.16, -6.57, 0.69)
H (6.46, -5.06, 0.78)
H (4.68, -5.79, -0.97)
H (5.19, -7.39, -0.94)
H (7.54, -6.61, -1.71)
H (6.99, -5.00, -1.84)
H (5.15, -6.00, -3.46)
H (6.10, -7.47, -3.54)
H (6.83, -5.95, -4.08)
H (4.42, -8.83, 1.66)
H (3.73, -7.83, 0.45)
H (1.91, -7.01, 1.85)
H (2.56, -7.61, 3.29)
H (2.03, -9.71, 1.12)
H (0.63, -8.90, 1.96)
H (2.13, -9.94, 3.96)
H (2.95, -10.94, 2.73)
H (1.21, -10.96, 2.87)
H (4.67, -4.29, 2.99)
H (3.45, -5.41, 3.22)
H (2.59, -3.58, 1.99)
H (2.66, -4.94, 0.85)
H (4.91, -3.70, 0.02)
H (4.45, -2.35, 0.99)
H (2.72, -3.56, -1.21)
H (3.78, -2.15, -1.52)
H (2.46, -2.04, -0.33)
C (-0.43, 4.30, 1.14)
C (-1.32, 3.64, 2.26)
C (-0.70, 3.61, 3.64)
C (-1.69, 3.06, 4.73)
P (-1.33, 3.65, 6.48)
C (-1.49, 5.49, 6.48)
C (-2.64, 6.08, 5.64)
C (-2.55, 7.66, 5.72)
C (-3.77, 8.42, 4.99)
C (0.24, 3.13, 7.08)
C (1.57, 3.82, 6.50)
C (2.76, 2.97, 6.84)
C (3.07, 2.81, 8.34)
C (-2.56, 2.80, 7.49)
C (-2.09, 2.36, 8.85)
C (-3.15, 1.60, 9.70)
C (-3.39, 0.11, 9.23)
H (0.40, 3.69, 0.81)
H (-0.06, 5.17, 1.68)
H (-1.01, 4.62, 0.27)
H (-1.64, 2.62, 2.03)
H (-2.23, 4.23, 2.35)
H (-0.29, 4.58, 3.93)
H (0.13, 2.93, 3.48)
H (-1.59, 1.97, 4.79)
H (-2.74, 3.32, 4.58)
H (-0.60, 5.93, 6.04)
H (-1.47, 5.84, 7.51)
H (-3.66, 5.94, 6.00)
H (-2.67, 5.85, 4.58)
H (-1.60, 8.10, 5.41)
H (-2.46, 7.96, 6.76)
H (-3.85, 9.47, 5.28)
H (-4.76, 7.99, 5.12)
H (-3.69, 8.26, 3.91)
H (0.19, 2.05, 6.93)
H (0.18, 3.20, 8.17)
H (1.66, 4.81, 6.96)
H (1.51, 3.91, 5.42)
H (3.62, 3.21, 6.22)
H (2.50, 1.95, 6.58)
H (3.28, 3.83, 8.67)
H (3.91, 2.17, 8.61)
H (2.20, 2.48, 8.91)
H (-2.95, 1.94, 6.94)
H (-3.52, 3.32, 7.48)
H (-1.77, 3.19, 9.49)
H (-1.25, 1.68, 8.71)
H (-4.15, 2.03, 9.78)
H (-2.84, 1.48, 10.74)
H (-2.43, -0.36, 9.03)
H (-4.06, 0.22, 8.38)
H (-3.92, -0.46, 10.00)
N (0.79, 1.21, -3.53)
S (2.24, 0.59, -4.31)
O (2.80, -0.72, -4.01)
O (3.23, 1.59, -4.76)
F (1.44, 0.34, -5.67)
S (1.55, 1.49, -2.27)
O (2.44, 2.66, -2.26)
O (1.89, 0.35, -1.49)
F (0.33, 2.12, -1.36)

Atomic partial charges in e from the Mulliken method, atoms 1 to 6: C -0.44; C -0.37; C -0.97; C -0.15; P 0.84; C 0.29

***

Which of them is most stable, and which least? Most stable: *a*; least stable: *b*.

***

*a*
Below is a gas-phase ion, C2H10N4S (charge +2), with properties calculated with the ωB97M-V functional and the def2-TZVPD basis.

Calculated values
* E_HOMO: -0.6770 Eh
* frontier orbital gap: 9.9 eV
* total charge: +2
* LUMO energy: -0.31191 hartree
* multiplicity: 1

Geometry (Å):
C (0.27, -0.44, 0.14)
C (-1.15, 1.65, -0.13)
N (-0.29, -0.84, 1.30)
N (-0.19, 0.63, -0.58)
N (0.28, -2.02, 1.83)
N (0.44, 0.78, -1.90)
S (1.76, -1.15, -0.41)
H (-0.78, 2.63, -0.44)
H (-2.15, 1.52, -0.57)
H (-1.27, 1.67, 0.96)
H (-1.13, -0.39, 1.66)
H (1.51, -2.37, 0.12)
H (1.14, -1.69, 2.15)
H (-0.38, -2.53, 2.37)
H (-0.08, 0.45, -2.78)
H (0.65, 1.88, -1.90)
H (1.36, 0.23, -1.83)

Atomic partial charges in e from the Mulliken method, atoms 1 to 6: C 0.71; C -0.95; N 0.17; N -0.03; N -0.71; N -0.35

***

*b*
Below is a gas-phase ion, C2H10N4S (charge +2), with properties calculated with the ωB97M-V functional and the def2-TZVPD basis.

Calculated values
* E_HOMO (alpha / beta): -0.6877 / -0.6813 Eh
* frontier orbital gap (alpha / beta): 8.1 / 7.8 eV
* total charge: +2
* LUMO energy (alpha / beta): -0.38936 / -0.39416 hartree
* SMILES string: C[N+](=[NH2+])[C@H](S)NN
* multiplicity: 1

Geometry (Å):
C (0.23, -1.80, 0.28)
N (0.32, -0.47, 0.70)
N (-0.27, -0.17, 1.86)
C (0.86, 0.50, -0.10)
S (1.03, 2.14, 0.81)
N (-0.09, 0.81, -1.55)
N (-1.14, 1.47, -1.44)
H (-0.49, -2.38, 0.92)
H (-0.10, -1.83, -0.70)
H (1.24, -2.23, 0.27)
H (-0.89, -0.87, 2.30)
H (0.04, 0.73, 2.36)
H (1.81, 0.05, -0.57)
H (2.30, 2.25, 1.02)
H (0.63, 1.11, -2.17)
H (-1.32, 2.37, -1.89)
H (-1.73, 1.13, -0.71)

Atomic partial charges in e from the Mulliken method, atoms 1 to 6: C -0.74; N 0.42; N -0.46; C -0.21; S -0.19; N 0.04

***

Which of them is most stable, and which least? Most stable: *a*; least stable: *b*.